[1]
Entry from the Open Molecules 2025 dataset: a cluster of 10 separate species, C26H42BrCl18IN2O5P2 in total at a distorted geometry (ωB97M-V/def2-TZVPD).

```
97
C26H42BrCl18IN2O5P2 | the Open Molecules 2025 dataset | ωB97M-V/def2-TZVPD
N -0.84 1.05 -0.34
P -2.02 1.22 0.69
N -1.48 1.11 2.35
C -0.03 0.84 2.49
O 0.82 1.58 2.80
C 0.01 -0.71 2.18
C 1.03 -1.57 1.60
C 0.68 -3.02 1.48
P 2.00 -4.14 0.70
O 2.18 -5.42 1.41
O 3.38 -3.23 0.60
O 1.60 -4.45 -0.90
C -0.62 -3.52 1.96
I -1.07 -5.63 1.78
C -1.65 -2.62 2.54
Br -3.37 -3.22 3.19
C -1.30 -1.22 2.63
C -2.09 0.05 3.15
O -2.92 0.18 3.99
H -1.03 0.26 -0.94
H -3.02 0.23 0.43
H -2.55 2.53 0.49
H 2.00 -1.14 1.27
H 3.18 -2.41 0.11
H 0.73 -4.89 -0.93
Cl -5.27 2.43 2.28
C -5.97 1.21 3.38
C -7.41 1.50 3.71
Cl -7.58 2.95 4.73
H -5.35 1.17 4.27
H -5.89 0.25 2.87
H -7.84 0.67 4.27
H -8.01 1.65 2.81
Cl -4.39 3.73 -4.07
C -2.94 2.75 -4.39
C -3.07 1.34 -3.84
Cl -3.06 1.32 -2.06
H -2.08 3.27 -3.96
H -2.81 2.72 -5.47
H -2.22 0.74 -4.17
H -3.98 0.86 -4.19
Cl 1.31 4.21 -2.33
C 1.94 4.24 -0.67
C 3.02 3.21 -0.44
Cl 2.37 1.55 -0.47
H 1.10 4.11 0.02
H 2.35 5.24 -0.51
H 3.47 3.35 0.54
H 3.80 3.28 -1.19
Cl 3.75 7.84 -3.56
C 5.20 6.86 -3.89
C 5.08 5.46 -3.33
Cl 5.10 5.45 -1.55
H 6.06 7.39 -3.47
H 5.32 6.82 -4.97
H 5.93 4.86 -3.66
H 4.16 4.98 -3.66
Cl -3.56 5.20 -6.87
C -2.67 6.31 -5.79
C -1.21 6.44 -6.17
Cl -0.30 4.94 -5.87
H -2.79 5.95 -4.76
H -3.16 7.28 -5.86
H -0.74 7.22 -5.58
H -1.10 6.69 -7.22
Cl 7.71 -0.06 3.57
C 6.82 -1.59 3.28
C 6.27 -1.68 1.88
Cl 4.96 -0.51 1.59
H 6.02 -1.66 4.03
H 7.52 -2.41 3.46
H 5.86 -2.67 1.71
H 7.05 -1.50 1.13
Cl 7.39 -4.40 3.54
C 6.66 -5.57 4.67
C 5.20 -5.28 4.92
Cl 4.97 -3.78 5.86
H 7.24 -5.56 5.59
H 6.77 -6.56 4.21
H 4.76 -6.08 5.50
H 4.64 -5.18 3.99
Cl -6.18 -3.88 4.17
C -7.06 -5.40 3.87
C -7.63 -5.46 2.47
Cl -8.96 -4.30 2.24
H -7.84 -5.50 4.62
H -6.34 -6.21 4.01
H -8.04 -6.45 2.28
H -6.87 -5.25 1.72
Cl -1.89 -2.84 -5.43
C -0.19 -2.56 -4.97
C 0.13 -3.09 -3.60
Cl -0.68 -2.16 -2.31
H 0.01 -1.49 -5.04
H 0.43 -3.07 -5.72
H 1.20 -3.02 -3.41
H -0.16 -4.14 -3.49
```

Output
Structure (SMILES) ... N=[PH2]N1C(=O)c2cc(P(=O)(O)O)c(I)c(Br)c2C1=O.ClCCCl.ClCCCl.ClCCCl.ClCCCl.ClCCCl.ClCCCl.ClCCCl.ClCCCl.ClCCCl
Orbital gap ... 0.2792 hartree
Lowest unoccupied orbital energy ... -0.966 eV
2S+1 ... 1


[2]
Entry from the Open Molecules 2025 dataset: a cluster of 3 separate species, C3H10NO2Si in total at a distorted geometry (ωB97M-V/def2-TZVPD).

```
17
C3H10NO2Si | the Open Molecules 2025 dataset | ωB97M-V/def2-TZVPD
C 1.30 1.54 -0.71
C -0.57 -0.44 1.60
C 0.73 -1.25 1.23
N 1.93 -0.81 1.95
O 2.00 1.27 0.15
O 0.72 1.70 -1.68
Si -2.71 0.86 -3.87
H -0.82 -0.62 2.65
H -1.40 -0.72 1.02
H -0.48 0.71 1.33
H 0.67 -2.29 1.30
H 2.64 -1.58 1.69
H 1.87 -0.97 2.97
H 2.09 0.21 1.76
H -3.36 -0.07 -2.79
H -2.55 2.30 -3.60
H -2.06 0.17 -4.99
```

Output
Charge ... +1
Energy relative to the best compared isomer or geometry (same formula, charge and spin) ... 165.6 kcal per mole
Orbital gap (alpha / beta) ... 0.3804 / 0.1374 hartree
Lowest unoccupied orbital energy (alpha / beta) ... -3.788 / -5.550 eV
2S+1 ... 1


[3]
Entry from the Open Molecules 2025 dataset: a structure of composition C12H32AgNO7 at a distorted geometry (ωB97M-V/def2-TZVPD).

```
53
C12H32AgNO7 | the Open Molecules 2025 dataset | ωB97M-V/def2-TZVPD
Ag 6.48 -10.47 18.08
C 9.59 -9.95 15.48
C 9.61 -9.84 17.00
O 8.48 -9.29 17.56
H 8.69 -10.46 15.11
H 10.46 -10.47 15.08
H 9.64 -8.97 15.01
H 10.42 -9.16 17.28
H 9.84 -10.81 17.44
C 8.45 -13.24 18.56
O 7.76 -12.13 19.12
C 8.32 -11.66 20.35
C 7.14 -11.07 21.10
N 6.56 -9.94 20.34
C 5.27 -9.53 20.97
C 4.40 -8.75 19.99
O 3.79 -9.49 18.96
C 2.73 -10.29 19.43
H 8.22 -13.33 17.50
H 8.09 -14.16 19.03
H 9.52 -13.11 18.68
H 9.08 -10.90 20.13
H 8.78 -12.48 20.89
H 7.51 -10.73 22.08
H 6.40 -11.85 21.23
H 7.10 -9.10 20.48
H 5.43 -8.87 21.83
H 4.73 -10.38 21.38
H 4.97 -7.94 19.52
H 3.62 -8.16 20.50
H 2.31 -10.84 18.59
H 1.95 -9.72 19.93
H 3.12 -11.05 20.12
C 5.99 -8.09 15.71
C 5.85 -6.64 16.14
O 6.69 -6.39 17.27
O 5.48 -9.00 16.68
H 7.05 -8.29 15.53
H 5.45 -8.21 14.77
H 4.79 -6.48 16.42
H 6.09 -5.94 15.33
H 6.25 -5.77 17.85
H 4.52 -9.00 16.59
C 4.75 -13.07 17.23
C 5.08 -12.23 16.02
O 6.46 -11.85 16.07
O 5.00 -12.31 18.43
H 5.32 -13.99 17.27
H 3.68 -13.33 17.20
H 4.49 -11.32 16.04
H 4.79 -12.79 15.13
H 6.93 -12.38 15.41
H 4.75 -12.83 19.19
```

Output
Charge ... +1
Energy relative to the best compared isomer or geometry (same formula, charge and spin) ... 3.9 kcal per mole
Orbital gap (alpha / beta) ... 0.3465 / 0.2660 hartree
Lowest unoccupied orbital energy (alpha / beta) ... -2.063 / -4.194 eV
2S+1 ... 2


[4]
Entry from the Open Molecules 2025 dataset: a structure of composition C26H28Cl2MoN6O4Si at a distorted geometry (ωB97M-V/def2-TZVPD).

```
68
C26H28Cl2MoN6O4Si | the Open Molecules 2025 dataset | ωB97M-V/def2-TZVPD
Mo -0.46 -0.02 0.28
N 2.44 -0.52 -0.16
N 3.04 0.73 0.07
C 2.26 1.82 0.12
N 2.75 3.05 0.16
N 0.94 1.55 0.15
N 0.00 2.47 -0.05
O -1.08 1.87 -0.27
O 0.18 3.67 -0.09
H 2.76 -1.20 0.53
H 2.67 -0.87 -1.09
H 4.05 0.83 -0.01
H 3.74 3.23 0.09
H 2.10 3.84 0.18
Cl -1.11 1.15 5.07
C -2.30 0.63 3.97
C -3.60 0.32 4.42
C -4.58 -0.11 3.55
Cl -6.14 -0.45 4.15
C -4.30 -0.27 2.16
C -5.21 -0.65 1.17
C -4.79 -0.72 -0.14
C -3.45 -0.53 -0.46
N -2.55 -0.21 0.46
C -2.97 0.00 1.74
C -1.99 0.51 2.61
O -0.84 0.84 2.07
H -3.81 0.42 5.47
H -6.23 -0.88 1.45
H -5.49 -0.93 -0.93
H -3.09 -0.65 -1.47
C -0.32 -4.21 -1.78
C 0.32 -4.48 -0.42
C 0.04 -5.93 -0.01
C 1.84 -4.28 -0.55
Si -0.37 -3.25 0.90
O -0.31 -1.71 0.18
C -2.20 -3.34 1.40
C -2.58 -3.24 2.74
C -3.90 -3.43 3.12
C -4.87 -3.71 2.17
C -4.52 -3.77 0.83
C -3.20 -3.59 0.45
C 0.74 -2.97 2.42
C 1.08 -4.02 3.28
C 1.87 -3.79 4.40
C 2.34 -2.52 4.67
C 2.02 -1.46 3.83
C 1.22 -1.70 2.72
H 0.20 -4.78 -2.55
H -0.27 -3.15 -2.04
H -1.36 -4.53 -1.80
H 0.37 -6.60 -0.81
H -1.01 -6.11 0.16
H 0.59 -6.20 0.88
H 2.24 -5.02 -1.24
H 2.34 -4.41 0.41
H 2.06 -3.29 -0.95
H -1.83 -3.03 3.49
H -4.17 -3.38 4.17
H -5.89 -3.89 2.47
H -5.27 -3.98 0.09
H -2.94 -3.64 -0.59
H 0.71 -5.01 3.08
H 2.12 -4.61 5.06
H 2.95 -2.33 5.54
H 2.38 -0.47 4.04
H 0.94 -0.86 2.06
```

Output
Charge ... +2
Orbital gap (alpha / beta) ... 0.2088 / 0.2076 hartree
Lowest unoccupied orbital energy (alpha / beta) ... -7.662 / -7.701 eV
2S+1 ... 1


[5]
Entry from the Open Molecules 2025 dataset: a cluster of 4 separate species, C27H34F24O9S in total at a distorted geometry (ωB97M-V/def2-TZVPD).

```
95
C27H34F24O9S | the Open Molecules 2025 dataset | ωB97M-V/def2-TZVPD
C -1.57 -5.61 2.67
O -2.89 -5.68 2.19
C -2.98 -5.46 0.79
C -4.41 -5.13 0.39
C -4.48 -3.74 -0.25
C -4.66 -2.65 0.83
C -3.89 -1.36 0.52
C -2.92 -0.94 1.61
C -1.93 -2.01 2.06
C -0.62 -1.90 1.29
C 0.14 -0.67 1.79
C 1.41 -0.39 1.00
C 1.18 0.16 -0.38
O 0.11 0.12 -0.98
O 2.30 0.78 -0.92
S -0.99 0.72 1.86
O -1.41 0.83 3.22
O -0.44 1.88 1.26
O -2.20 0.18 1.01
H -1.20 -6.58 2.99
H -0.89 -5.22 1.92
H -1.52 -4.94 3.51
H -2.65 -6.34 0.26
H -2.35 -4.61 0.52
H -4.77 -5.87 -0.31
H -5.07 -5.15 1.25
H -5.34 -3.69 -0.91
H -3.57 -3.58 -0.81
H -4.40 -3.06 1.80
H -5.72 -2.40 0.84
H -3.29 -1.44 -0.38
H -4.57 -0.53 0.42
H -3.47 -0.59 2.47
H -2.33 -3.01 2.04
H -1.69 -1.82 3.11
H -0.02 -2.77 1.54
H -0.81 -1.81 0.23
H 0.42 -0.86 2.82
H 2.05 0.29 1.56
H 1.96 -1.32 0.93
H 2.98 0.12 -1.12
F 2.88 -3.93 5.14
C 1.64 -4.44 5.05
F 1.36 -4.61 3.73
C 0.58 -3.50 5.64
F 0.51 -2.36 4.92
F -0.60 -4.16 5.46
C 0.66 -3.16 7.14
O 1.22 -1.92 7.54
C 2.56 -1.72 7.78
F 3.26 -2.87 7.78
F 2.66 -1.20 9.02
C 3.16 -0.67 6.83
F 3.02 -1.04 5.55
F 4.48 -0.56 7.10
H 1.61 -5.41 5.54
H -0.38 -3.07 7.45
H 1.07 -3.99 7.72
H 2.68 0.29 6.98
F -2.59 4.25 -3.40
C -1.24 4.28 -3.45
F -0.88 5.24 -4.33
C -0.65 2.95 -3.90
F -1.00 2.69 -5.18
F 0.70 3.15 -3.90
C -0.89 1.70 -3.03
O -1.90 0.77 -3.42
C -3.21 0.87 -3.02
F -3.40 1.83 -2.10
F -3.51 -0.30 -2.42
C -4.17 1.02 -4.21
F -3.89 2.11 -4.93
F -5.43 1.14 -3.73
H -0.86 4.56 -2.46
H 0.03 1.12 -3.14
H -0.96 1.95 -1.98
H -4.11 0.13 -4.85
F 5.39 4.64 -6.92
C 4.07 4.39 -7.07
F 3.79 4.48 -8.39
C 3.21 5.41 -6.32
F 3.36 6.64 -6.85
F 1.92 5.02 -6.56
C 3.34 5.48 -4.79
O 4.13 6.52 -4.22
C 5.48 6.41 -4.00
F 5.94 5.15 -4.20
F 5.70 6.70 -2.70
C 6.29 7.44 -4.81
F 6.07 7.30 -6.13
F 7.60 7.24 -4.57
H 3.86 3.37 -6.73
H 2.33 5.72 -4.44
H 3.58 4.51 -4.35
H 6.01 8.45 -4.50
```

Output
Structure (SMILES) ... COCCCCC[C@H]1CC[C@@H](CC(=O)O)S(=O)(=O)O1.FC(F)C(F)(F)COC(F)(F)C(F)F.FC(F)C(F)(F)COC(F)(F)C(F)F.FC(F)C(F)(F)COC(F)(F)C(F)F
Orbital gap ... 0.3668 hartree
Lowest unoccupied orbital energy ... 0.020 eV
2S+1 ... 1


[6]
Entry from the Open Molecules 2025 dataset: a structure of composition C10H19CrF6N2O8S2 at a distorted geometry (ωB97M-V/def2-TZVPD).

```
48
C10H19CrF6N2O8S2 | the Open Molecules 2025 dataset | ωB97M-V/def2-TZVPD
Cr -0.28 0.09 0.59
C -0.08 1.41 -3.60
F -0.01 1.30 -4.92
F 0.93 2.15 -3.18
F -1.19 2.05 -3.24
S 0.13 -0.37 -2.80
O -1.23 -0.88 -2.66
O 0.94 -1.17 -3.68
N 0.75 -0.13 -1.22
S 2.38 -0.13 -1.32
O 2.93 0.47 -2.53
O 2.92 0.47 -0.12
C 2.95 -2.00 -1.25
F 4.24 -2.01 -0.92
F 2.26 -2.72 -0.36
F 2.85 -2.61 -2.43
O -0.08 2.00 1.50
C 0.57 2.98 0.73
C 0.35 4.47 1.19
O 0.54 4.75 2.53
H 0.23 2.87 -0.31
H 1.65 2.76 0.78
H -0.70 4.69 0.90
H 0.98 5.11 0.54
C -2.93 1.43 -1.04
O -2.28 0.51 -0.19
C -3.11 -0.60 0.16
C -2.43 -1.53 1.18
N -1.16 -1.87 0.56
C -0.45 -2.88 1.38
C 0.39 -2.27 2.48
O 1.17 -1.18 2.02
C 2.34 -0.86 2.72
H -2.39 2.37 -1.10
H -3.92 1.65 -0.65
H -3.06 1.01 -2.04
H -3.42 -1.06 -0.79
H -4.00 -0.19 0.65
H -3.11 -2.38 1.25
H -2.41 -1.13 2.20
H -1.39 -2.29 -0.34
H 0.27 -3.31 0.68
H -1.04 -3.71 1.77
H 1.04 -3.04 2.89
H -0.23 -1.94 3.32
H 2.24 -0.82 3.81
H 2.70 0.12 2.42
H 3.14 -1.56 2.45
```

Output
Charge ... -1
Energy relative to the best compared isomer or geometry (same formula, charge and spin) ... 26.1 kcal per mole
Orbital gap (alpha / beta) ... 0.1205 / 0.1198 hartree
Lowest unoccupied orbital energy (alpha / beta) ... 1.743 / 1.717 eV
2S+1 ... 5


[7]
Entry from the Open Molecules 2025 dataset: an isolated molecule of C18H22N2O5S at a distorted geometry (ωB97M-V/def2-TZVPD).

```
48
C18H22N2O5S | the Open Molecules 2025 dataset | ωB97M-V/def2-TZVPD
C 5.78 -3.16 -0.30
C 5.78 -2.46 -1.66
O 5.17 -1.18 -1.62
C 3.82 -1.08 -1.60
C 2.92 -2.13 -1.69
C 1.55 -1.89 -1.68
C 1.05 -0.60 -1.57
N -0.34 -0.39 -1.56
C -0.89 0.91 -1.88
C -0.85 1.90 -0.71
O -0.16 2.90 -0.73
N -1.65 1.52 0.31
C -1.85 2.15 1.54
C -1.42 3.44 1.82
C -1.69 4.01 3.06
C -2.38 3.30 4.02
C -2.81 2.00 3.76
C -2.54 1.42 2.53
O -2.88 0.13 2.18
C -3.78 -0.57 3.00
S -1.35 -1.54 -0.91
C -0.69 -1.85 0.75
O -1.30 -2.76 -1.66
O -2.64 -0.92 -0.78
C 1.95 0.46 -1.47
C 3.31 0.22 -1.49
H 6.26 -2.53 0.44
H 4.76 -3.35 0.03
H 6.31 -4.10 -0.37
H 6.82 -2.25 -1.96
H 5.32 -3.09 -2.42
H 3.25 -3.16 -1.79
H 0.87 -2.72 -1.78
H -1.92 0.75 -2.18
H -0.33 1.34 -2.72
H -2.20 0.67 0.17
H -0.89 3.99 1.07
H -1.35 5.01 3.27
H -2.60 3.74 4.98
H -3.34 1.45 4.52
H -4.01 -1.48 2.45
H -4.69 -0.01 3.18
H -3.32 -0.84 3.96
H 0.39 -1.76 0.70
H -0.97 -2.85 1.03
H -1.13 -1.12 1.42
H 1.61 1.47 -1.38
H 4.01 1.03 -1.43
```

Output
Structure (SMILES) ... CCOc1ccc(N(CC(=O)Nc2ccccc2OC)S(C)(=O)=O)cc1
Energy relative to the best compared isomer or geometry (same formula, charge and spin) ... 27.5 kcal per mole
Orbital gap ... 0.3187 hartree
Lowest unoccupied orbital energy ... 0.580 eV
2S+1 ... 1